Entry 1:
Below is a cluster of 2 separate species, Cl3HN2 in total in a non-equilibrium geometry, with properties calculated with ωB97M-V with the def2-TZVPD basis set.

* 2S+1: 1
* relative energy (zero: lowest compared OMol25 entry of this formula, charge and spin): 157.0 kJ/mol
* M: 135.4 g/mol
* total charge: 0
* highest occupied orbital energy (spin up / spin down): -9.98 / -9.77 eV

Last column: natural (NBO) charge in e.
Geometry (Å):
1 N -1.12357 0.00041 -0.66290  -0.499
2 N 0.72132 -0.57473 0.62163  -0.395
3 Cl -1.17761 1.65311 -0.55132  0.182
4 Cl 1.58689 0.91380 0.71695  0.151
5 Cl 1.46339 -1.62430 -0.40088  0.221
6 H -1.47043 -0.36829 0.27654  0.341


Entry 2:
Below is a structure of composition C42H46IN3O2PS2Zr, with properties calculated with ωB97M-V with the def2-TZVPD basis set.

* 2S+1: 1
* relative energy (zero: lowest compared OMol25 entry of this formula, charge and spin): 0.0 kJ/mol
* M: 938.1 g/mol
* total charge: +1
* highest occupied orbital energy: -10.25 eV

Last column: Mulliken charge in e.
Geometry (Å):
1 Zr 0.33277 -0.14958 0.53865  -2.396
2 O 0.41515 0.22278 5.02849  -0.742
3 C 1.70422 -0.11912 5.24407  0.452
4 C 2.09888 -0.23489 6.57620  -0.753
5 C 3.39643 -0.56682 6.89663  -0.422
6 C 4.34150 -0.79147 5.89393  -0.832
7 C 3.96163 -0.67514 4.57786  -0.917
8 C 2.64545 -0.34050 4.22429  -0.207
9 C 2.30616 -0.21947 2.80364  1.068
10 O 1.02615 -0.05315 2.47443  1.477
11 N 3.21969 -0.25947 1.89354  -0.621
12 N 2.67019 -0.10742 0.61436  0.617
13 C 3.58392 -0.01072 -0.29157  -0.419
14 S 5.27198 -0.15805 0.07232  0.028
15 C 5.82428 0.28811 -1.59920  -0.586
16 C 4.78232 -0.17580 -2.59645  -0.735
17 S 3.16251 0.32514 -1.95029  0.045
18 H 0.26208 0.24592 4.07044  0.143
19 H 1.35495 -0.05579 7.34072  0.506
20 H 3.68062 -0.65411 7.93716  0.397
21 H 5.35868 -1.05488 6.14708  0.442
22 H 4.67524 -0.84418 3.78308  0.486
23 H 6.77956 -0.20641 -1.77091  0.425
24 H 5.96902 1.36648 -1.64859  0.307
25 H 4.79119 -1.25779 -2.71686  0.320
26 H 4.91249 0.29777 -3.56804  0.458
27 I -0.60390 -0.52478 -2.39506  0.223
28 C -1.23720 -2.46645 -1.94727  0.679
29 C -2.10067 -3.11142 -2.78043  -0.706
30 C -2.47092 -4.43862 -2.48403  -0.727
31 C -1.94245 -5.07018 -1.39460  -0.939
32 C -1.03493 -4.40409 -0.53616  0.958
33 C -0.45089 -5.06003 0.57906  -0.833
34 C 0.43160 -4.40581 1.38340  -1.420
35 C 0.73382 -3.04414 1.13836  -0.071
36 C 0.18030 -2.33769 0.09104  1.211
37 C -0.68541 -3.05564 -0.78914  0.139
38 H -2.49774 -2.62278 -3.66063  0.448
39 H -3.16102 -4.95453 -3.13804  0.455
40 H -2.20568 -6.09810 -1.17699  0.430
41 H -0.70897 -6.09520 0.76702  0.417
42 H 0.89322 -4.91368 2.22024  0.481
43 H 1.42168 -2.56540 1.83166  0.430
44 C 0.31785 2.76675 -2.74323  -1.137
45 C 0.92416 3.53592 -1.57392  0.515
46 C 0.36712 4.95825 -1.55440  -1.613
47 P 0.79066 2.62127 0.04264  1.746
48 C 2.25180 3.20293 1.05007  1.180
49 C 1.95999 3.09901 2.55056  -1.922
50 C 2.80701 4.59175 0.73518  -1.608
51 C -0.68542 3.17107 0.95135  -0.533
52 C -0.88736 4.48864 1.37402  -0.056
53 C -1.99957 4.86555 2.10836  0.524
54 C -2.21425 6.29247 2.53369  -1.715
55 C -2.92663 3.87402 2.43352  -1.087
56 C -2.74416 2.56031 2.05247  -0.251
57 C -1.61897 2.18917 1.31639  -0.620
58 N -1.39192 0.84909 0.96239  1.333
59 C -2.49922 -0.03128 0.71698  -0.847
60 C -2.67936 -1.18263 1.49588  0.573
61 C -1.96497 -1.41109 2.80560  -0.909
62 C -3.62942 -2.12090 1.09209  -0.526
63 C -4.43065 -1.92853 -0.01806  0.486
64 C -5.43631 -2.95893 -0.44774  -1.763
65 C -4.29863 -0.73030 -0.72162  -0.848
66 C -3.35691 0.21996 -0.37668  1.473
67 C -3.28732 1.51023 -1.14387  -1.414
68 H 0.43116 3.35089 -3.65845  0.508
69 H -0.74970 2.58896 -2.60360  0.224
70 H 0.82612 1.81625 -2.90214  -0.107
71 H 2.00678 3.57488 -1.73151  0.588
72 H -0.70916 4.94905 -1.37657  0.339
73 H 0.54008 5.42426 -2.52603  0.508
74 H 0.83336 5.58693 -0.79990  0.278
75 H 3.02812 2.47276 0.80106  0.049
76 H 1.38177 3.96085 2.88528  0.414
77 H 2.89971 3.08445 3.10487  0.541
78 H 1.39383 2.21008 2.81768  0.247
79 H 2.10864 5.37829 1.02303  0.245
80 H 3.06863 4.72587 -0.31345  0.371
81 H 3.71540 4.74040 1.32201  0.487
82 H -0.15662 5.24768 1.12542  0.165
83 H -1.31795 6.89154 2.37688  0.374
84 H -2.47891 6.35147 3.58972  0.393
85 H -3.02576 6.75281 1.96732  0.334
86 H -3.80377 4.14061 3.01201  0.423
87 H -3.46920 1.80342 2.32692  0.617
88 H -2.30698 -0.70265 3.56399  0.300
89 H -0.88171 -1.32297 2.75903  -0.142
90 H -2.17734 -2.41678 3.16512  0.535
91 H -3.74448 -3.02523 1.67929  0.333
92 H -5.34356 -3.87106 0.13976  0.373
93 H -5.30035 -3.21710 -1.49937  0.380
94 H -6.45455 -2.58363 -0.33253  0.394
95 H -4.94322 -0.54024 -1.57382  0.485
96 H -3.71552 1.39014 -2.13855  0.467
97 H -2.26307 1.86504 -1.24523  -0.234
98 H -3.84401 2.29575 -0.62728  0.411


Entry 3:
Below is a structure of composition C27H35AlClGeN3O4S3, with properties calculated with ωB97M-V with the def2-TZVPD basis set.

* 2S+1: 1
* M: 696.8 g/mol
* total charge: +2
* highest occupied orbital energy: -14.26 eV

Last column: Mulliken charge in e.
Geometry (Å):
1 Al -0.61062 -0.23963 0.48986  0.468
2 O 0.72196 -0.71965 4.04861  -0.639
3 S 0.52224 -0.78920 2.65418  1.175
4 O 0.67520 0.48204 1.85087  -0.223
5 O -0.85131 -1.19150 2.15562  -0.427
6 S 1.81000 -2.08604 1.67717  -0.320
7 Ge 3.27210 -0.46846 0.95371  0.584
8 C 2.42252 0.66575 -0.57590  1.600
9 C 3.37836 0.50583 -1.63245  -0.660
10 C 4.10797 1.55985 -2.11579  -0.830
11 C 3.87472 2.84104 -1.60756  -0.495
12 C 2.92248 3.06517 -0.61678  -0.756
13 C 2.21082 2.00212 -0.10984  -0.736
14 C 3.96912 0.47693 2.45492  0.531
15 C 4.87587 -0.26459 3.21780  -0.753
16 C 5.42217 0.28381 4.36800  -0.734
17 C 5.06817 1.56629 4.75736  -0.448
18 C 4.16949 2.30681 4.00220  -0.919
19 C 3.61378 1.76324 2.85496  0.483
20 H 4.25732 -1.38435 0.23571  0.053
21 H 3.50678 -0.48027 -2.06339  0.523
22 H 4.83358 1.41155 -2.90321  0.495
23 H 4.42731 3.67986 -2.01230  0.445
24 H 2.74336 4.06772 -0.25376  0.526
25 H 1.46039 2.17796 0.64718  0.704
26 H 5.16938 -1.26586 2.92184  0.343
27 H 6.12641 -0.28800 4.95654  0.421
28 H 5.49577 1.99287 5.65474  0.417
29 H 3.90210 3.30882 4.30960  0.424
30 H 2.91070 2.34805 2.28328  0.309
31 Cl -0.45124 -5.39271 -1.82742  -0.175
32 C -1.39721 -4.11738 -1.17555  -0.248
33 C -2.75508 -4.26861 -0.95893  -0.194
34 C -3.45628 -3.19577 -0.42819  -1.127
35 C -2.78106 -2.03193 -0.13715  -0.273
36 N -1.46125 -1.88433 -0.35468  0.384
37 C -0.78167 -2.91750 -0.86422  -0.139
38 H -3.24615 -5.20186 -1.19902  0.480
39 H -4.51778 -3.26556 -0.24020  0.467
40 H -3.30643 -1.18514 0.28451  0.666
41 H 0.27251 -2.78542 -1.04606  0.634
42 O 0.93614 -0.73278 -1.91774  -0.556
43 C 0.95041 -0.17464 -0.87232  0.073
44 C -6.60967 3.51934 -0.51174  -1.000
45 C -6.31182 2.97489 -1.90744  -0.622
46 C -4.97706 2.24650 -2.05594  -0.365
47 C -4.83731 0.96740 -1.23713  -0.837
48 N -4.58770 1.21895 0.19528  -0.136
49 C -3.41578 1.46657 0.76252  0.447
50 S -1.97518 1.40412 -0.24048  -0.234
51 N -3.37545 1.82662 2.03338  -0.051
52 C -2.20332 2.25435 2.80895  -0.176
53 C -2.65215 2.79150 4.16014  -1.184
54 C -3.53283 4.03954 4.08842  -0.300
55 C -2.82841 5.24402 3.47575  -1.197
56 H -7.43200 4.23240 -0.54066  0.397
57 H -5.74480 4.03754 -0.08810  0.242
58 H -6.92591 2.73637 0.18508  0.247
59 H -6.31872 3.80258 -2.61778  0.367
60 H -7.11964 2.30745 -2.21920  0.311
61 H -4.15034 2.91812 -1.80123  0.195
62 H -4.83582 1.97250 -3.10358  0.426
63 H -4.01705 0.35422 -1.60443  0.210
64 H -5.74636 0.36649 -1.28377  0.577
65 H -5.40484 1.45941 0.74004  0.168
66 H -4.26068 1.89265 2.51990  0.384
67 H -1.67022 3.01495 2.23703  0.426
68 H -1.54192 1.40480 2.95361  -0.280
69 H -1.74418 3.02242 4.72137  0.436
70 H -3.15591 1.99352 4.71349  0.411
71 H -3.86015 4.27848 5.10081  0.405
72 H -4.45412 3.83550 3.53028  0.233
73 H -1.89983 5.46288 4.00614  0.312
74 H -3.45545 6.13248 3.53035  0.379
75 H -2.58434 5.08928 2.42209  0.258